1.
Entry from the Open Molecules 2025 dataset: C34H24BrF4N2OPS2Tl as an isolated structure (the ωB97M-V functional and the def2-TZVPD basis).

The calculation puts the molar mass at 931.97 g mol⁻¹. The calculation puts the HOMO energy at -3.6 eV. As for the spin multiplicity: 1. Its total charge is -1. For the frontier orbital gap, the calculation gives 5.5 eV. The value obtained for the electronic energy is -5778.4082 hartree.

```
70
Properties=species:S:1:pos:R:3:forces:R:3
Tl -0.5621 -1.9344 -4.5121 0.0 1.0 0.7
Br 0.1936 -4.0767 -1.9803 0.2 -0.5 0.5
S 2.0435 -0.6431 -3.5979 -0.3 -1.1 -0.3
S 3.0294 2.1464 -2.9358 0.3 -0.3 -0.9
P 0.7703 -2.1472 0.6517 -0.1 0.2 -0.5
F -1.5296 -7.6254 1.4127 0.6 0.9 0.1
F -1.1737 -5.9618 3.6392 0.1 0.4 -1.6
F 0.0940 -3.6076 3.2983 -0.5 -0.5 -1.0
F -0.5672 -6.9032 -1.0141 -0.3 0.7 1.0
O -1.7998 -1.0210 -2.6564 -0.8 -0.7 -1.0
N -0.5964 1.1730 -3.3293 -4.1 -1.5 -0.3
N 0.5520 1.7176 -3.3856 5.2 1.3 0.7
C 3.1346 4.8272 -1.3997 -0.7 0.1 0.1
C -0.4349 0.1381 1.3370 0.7 0.5 -0.3
C -2.8963 -0.8714 2.0730 -0.3 -0.6 -0.3
C -5.3158 1.0901 -2.6072 0.7 -0.7 0.1
C 4.0528 -1.9853 3.9332 1.0 0.1 -1.8
C 1.6949 0.9768 -3.4196 -2.6 3.0 1.1
C 4.1901 -2.6935 2.7020 1.0 -0.3 0.8
C -2.8767 1.1183 -2.8168 -0.9 -1.0 0.2
C -2.9030 -0.3612 -2.8900 1.3 0.6 0.9
C 2.9292 -1.2038 4.1001 -1.4 -0.8 -0.6
C 2.6622 3.9182 0.7549 0.1 0.3 1.4
C -5.2913 -0.3057 -2.8233 -2.2 0.2 0.4
C -4.0841 1.7728 -2.6039 -1.1 -0.3 -0.6
C -2.7039 0.4895 2.0778 0.8 0.8 0.6
C -0.6321 -1.2318 1.3279 -1.6 -0.9 0.2
C -0.9439 -6.4025 1.2852 -0.8 -1.0 -0.5
C -1.4691 3.2826 -2.3721 0.2 0.6 0.0
C -1.6294 1.8633 -2.8551 2.3 -1.3 -0.7
C 3.1729 -2.7318 1.8062 -1.8 0.5 -1.5
C 0.0255 -4.7144 -0.2014 -1.0 -0.9 1.0
C 2.3540 5.2095 1.2785 0.5 -1.8 -0.3
C 1.7988 -1.2755 3.1982 2.1 -0.2 -0.5
C -0.8583 -5.5480 2.3698 1.3 0.5 0.9
C 1.9702 -1.9593 1.9780 1.1 -1.0 2.1
C -1.4617 1.0037 1.6850 -0.1 -0.3 0.2
C -1.9120 -1.7698 1.6845 1.4 1.6 -0.3
C -0.1758 -4.3246 2.1723 -0.3 -0.8 0.9
C -4.1507 -1.0332 -3.0282 1.2 -0.3 -0.3
C 2.8325 6.1044 -0.8839 0.8 -0.6 -0.1
C 0.2143 -3.8691 0.9167 -0.3 -0.4 -0.3
C 2.8705 2.2838 -1.1386 1.5 -1.2 0.6
C -0.5127 -6.0162 0.0184 0.9 0.9 -0.9
C 2.4574 6.2863 0.4437 -0.4 0.7 -0.7
C 3.0104 3.6718 -0.5887 -0.9 2.0 0.2
H -2.3941 3.8641 -2.5433 0.5 -0.2 -0.1
H 4.9558 -1.9694 4.5688 -0.9 0.2 0.0
H -1.3014 3.3467 -1.2627 0.1 -0.2 -0.9
H 0.8541 -0.7916 3.4224 0.3 0.2 0.0
H 2.1418 7.2753 0.7584 0.2 0.0 0.1
H -6.2760 -0.8414 -2.7281 1.0 0.5 -0.4
H 3.1989 -3.3682 0.8848 0.4 0.8 0.8
H -4.1208 2.8539 -2.5373 0.1 0.0 0.2
H 2.8712 -0.5790 4.9596 -0.3 0.3 0.6
H -3.4753 1.1001 2.5616 0.3 0.1 -0.7
H 3.6963 1.6117 -0.7170 -1.3 0.8 -0.2
H -4.0977 -2.1354 -3.2510 -0.3 1.3 0.6
H 2.6402 3.1143 1.5225 -0.2 0.2 -0.9
H 2.9333 6.9899 -1.5030 -0.1 -0.2 -0.2
H 5.1400 -3.1758 2.3969 -0.7 0.1 0.7
H -6.2750 1.5827 -2.4216 0.5 -0.1 -0.1
H -0.5985 3.7350 -2.9371 -1.0 -0.4 0.9
H -3.8932 -1.2056 2.3068 -0.1 -0.4 0.3
H 0.5920 0.5179 1.0685 -1.3 -0.2 0.2
H -1.2501 2.0541 1.6225 -0.2 0.4 0.2
H 1.8947 1.9564 -0.7818 0.0 -0.4 -0.3
H 3.2805 4.7102 -2.4848 0.1 0.0 0.7
H 2.0188 5.3209 2.3156 0.2 -0.1 -0.4
H -2.1081 -2.8223 1.6754 -0.1 -0.3 -0.1
```
Positions in Å, forces in eV/Å.

=====

2.
Entry from the Open Molecules 2025 dataset: C34H24IIrN3O2P as an isolated structure (the ωB97M-V functional and the def2-TZVPD basis).

The calculation puts the molar mass at 856.68 g mol⁻¹. The calculation puts the HOMO energy at -14.0 eV. As for the spin multiplicity: 1. Its total charge is +2. For the frontier orbital gap, the calculation gives 6.4 eV. The value obtained for the electronic energy is -2367.7351 hartree.

```
66
Properties=species:S:1:pos:R:3:forces:R:3
Ir 1.7058 -0.3275 0.8676 -1.0 -1.7 1.7
I 3.1514 1.1642 -0.7636 -0.2 0.1 0.1
P -0.2608 0.1608 -0.2577 0.7 -0.3 0.3
O -0.7331 -1.5158 3.8835 0.0 -0.2 0.0
O 0.1271 -3.7724 2.5129 0.1 0.0 0.2
N 0.9008 -1.6011 2.2256 0.1 0.3 -0.3
N 1.4817 0.8841 2.6413 0.2 0.7 -1.3
N 2.0845 -2.2738 0.0175 -0.1 1.3 -1.1
C 2.8098 2.8976 -3.0160 0.1 0.1 -0.1
C 0.7396 -2.9446 1.9018 0.0 0.0 -0.1
C 0.9681 3.5532 -4.3621 0.0 0.0 0.0
C 1.3771 -4.5425 0.0939 0.2 0.0 0.0
C 1.9522 2.1251 2.8317 0.1 -0.1 0.1
C -2.6848 0.4644 1.1563 0.0 0.0 0.0
C 0.5980 1.9776 -2.4704 -0.2 0.1 -0.2
C 1.9884 2.1158 -2.2553 0.3 -0.1 0.2
C -1.4074 0.9536 0.8847 0.2 -0.1 0.3
C -1.3113 -3.1374 -2.3989 0.0 0.0 0.0
C -0.8306 -1.8824 -2.0587 0.0 0.0 0.0
C 2.0183 -4.7901 -1.1102 0.0 0.0 0.0
C -3.5030 1.1445 2.0471 0.0 0.0 0.0
C 0.1783 -1.0331 3.2746 -0.1 0.1 -0.1
C 2.7221 -2.5124 -1.1389 0.1 -0.1 0.0
C -1.2558 2.6941 -3.9459 0.0 0.0 0.0
C 0.2532 1.0343 4.6737 0.1 0.0 0.0
C 0.7163 2.3274 4.8628 0.0 0.0 0.0
C 0.1096 2.7386 -3.5844 0.0 0.0 0.0
C 2.2968 3.6406 -4.0904 0.0 0.0 0.0
C 1.4370 -3.2711 0.6232 0.0 -0.3 0.0
C 1.5881 2.8760 3.9309 0.0 0.0 0.1
C -1.9380 -3.5353 -0.1061 0.0 0.0 0.0
C -1.4579 -2.2842 0.2440 -0.2 0.1 -0.2
C -2.1471 1.9365 -3.2528 0.0 0.0 0.0
C 2.7090 -3.7583 -1.7314 0.1 -0.1 0.1
C -0.9681 2.1308 1.4959 -0.2 0.1 -0.2
C -1.8669 -3.9600 -1.4268 0.0 0.0 0.0
C -0.9252 -1.4405 -0.7378 0.1 -0.1 0.1
C -3.0590 2.3062 2.6598 0.0 0.0 0.0
C -1.7924 2.8057 2.3773 0.0 0.0 0.0
C 0.6566 0.3519 3.5457 -0.1 0.1 0.3
C -1.6875 1.2062 -2.1505 0.0 0.0 0.0
C -0.3666 1.2052 -1.7513 0.2 -0.1 0.2
H -1.5759 3.2840 -4.7960 0.0 0.0 0.0
H 0.4021 2.8996 5.7259 0.0 0.0 0.0
H -3.1901 1.8965 -3.5337 0.0 0.0 0.0
H -2.2494 -4.9348 -1.7014 0.0 0.0 0.0
H -0.4107 -1.2398 -2.8227 0.0 0.0 0.0
H -2.4093 0.6180 -1.5961 0.0 0.0 0.0
H -3.0525 -0.4297 0.6730 0.0 0.0 0.0
H 1.9863 3.8736 4.0529 0.0 0.0 0.0
H -3.7053 2.8316 3.3507 0.0 0.0 0.0
H -1.4522 3.7223 2.8419 0.0 0.0 0.0
H -4.4932 0.7626 2.2566 0.0 0.0 0.0
H 2.6388 2.5105 2.0898 -0.1 0.0 -0.1
H 1.9852 -5.7774 -1.5520 0.0 0.0 0.0
H 0.5367 4.1048 -5.1877 0.0 0.0 0.0
H -1.2658 -3.4665 -3.4287 0.0 0.0 0.0
H 0.8327 -5.3005 0.6396 0.0 0.0 0.0
H 0.0134 2.5250 1.2648 -0.1 0.1 0.0
H -1.5209 -1.9631 1.2755 -0.1 0.0 0.0
H 3.2412 -3.9168 -2.6585 0.0 0.0 0.0
H 3.8694 2.9524 -2.7993 0.0 0.0 0.0
H -2.3641 -4.1743 0.6566 0.0 0.0 0.0
H -0.4079 0.5360 5.3694 0.0 0.0 0.0
H 2.9546 4.2617 -4.6817 0.0 0.0 0.0
H 3.2629 -1.6877 -1.5817 -0.1 0.0 0.0
```
Positions in Å, forces in eV/Å.

=====

3.
Entry from the Open Molecules 2025 dataset: C34H24MoN5O3S3Se as an isolated structure (the ωB97M-V functional and the def2-TZVPD basis).

The calculation puts the molar mass at 821.70 g mol⁻¹. The calculation puts the HOMO energy (alpha / beta) at -12.8 / -12.8 eV. As for the spin multiplicity: 2. Its total charge is +2. For the frontier orbital gap (alpha / beta), the calculation gives 5.9 / 6.2 eV. The value obtained for the electronic energy is -5473.2900 hartree.

```
71
Properties=species:S:1:pos:R:3:forces:R:3
Mo 0.0954 -0.0302 0.2182 0.5 0.9 -0.4
Se -0.2196 -2.3063 0.3628 -0.1 -0.7 0.5
S 0.0896 -1.7867 -6.8250 0.0 -0.1 -0.1
S -0.0434 5.0073 3.0400 0.0 0.1 0.0
S 2.5341 0.2587 0.3536 -0.1 -0.1 0.0
O 0.2623 0.4857 2.0977 0.1 0.1 -0.1
O -2.1589 -2.3674 0.6984 -0.1 0.0 -0.1
O -2.7489 2.0948 0.0093 0.0 0.0 0.0
N -0.3531 -6.5068 -1.6174 0.0 0.0 0.0
N 0.0113 2.1078 -0.2498 -0.1 -0.2 -0.1
N 1.4303 0.8485 2.6835 -0.2 -0.1 0.1
N -2.0649 -0.0946 0.3551 -0.1 0.1 0.0
N 0.0667 0.0955 -1.9923 0.0 0.0 0.0
C -0.1524 6.8067 1.2340 0.0 -0.1 0.1
C 0.2468 -3.2560 -4.7452 0.0 0.1 -0.1
C 0.4909 -5.0216 0.0632 0.0 0.0 -0.1
C -3.0382 0.9617 0.2473 0.0 0.1 0.0
C 3.6917 1.6153 3.9477 0.0 0.0 0.1
C -0.1710 7.4893 2.4750 0.0 -0.1 0.0
C 2.5757 0.7981 1.9729 0.1 0.1 0.1
C -4.2010 -1.0906 0.6877 0.0 -0.1 0.0
C 3.7460 1.2003 2.6461 0.0 0.0 -0.1
C -1.1175 -5.5252 -2.0853 -0.1 0.0 -0.1
C 1.3389 1.2586 3.9764 0.1 0.0 0.0
C 0.4253 -6.2603 -0.5754 0.1 0.0 0.1
C 0.0839 1.6266 -3.8649 0.0 0.0 0.1
C -0.0476 4.4405 0.3141 0.0 -0.1 0.2
C 0.0711 1.3609 -2.4935 -0.1 0.0 0.0
C -0.1164 6.6388 3.5361 0.0 0.0 0.0
C -0.0448 3.0712 0.6481 0.0 0.1 0.0
C 0.1504 -1.9377 -5.1162 0.0 0.0 0.2
C 0.0395 4.0113 -3.4138 0.0 0.0 0.0
C 0.0834 -0.9171 -2.8520 0.1 0.1 -0.1
C -4.4250 0.3985 0.4753 0.0 0.0 0.0
C -2.7119 -1.2211 0.5821 -0.1 -0.1 0.1
C -0.0843 5.4473 1.3738 0.0 0.0 -0.1
C -1.1374 -4.2465 -1.5474 0.0 -0.1 0.1
C 0.2681 -4.1370 -5.8523 0.0 0.1 0.0
C 0.0702 2.9966 -4.3032 0.0 0.0 0.1
C 2.4651 1.6459 4.6342 -0.1 0.0 -0.1
C -0.3131 -4.0237 -0.4531 0.0 0.1 -0.3
C 0.1083 0.5353 -4.7411 0.0 0.1 0.0
C 0.1881 -3.4726 -7.0402 0.0 0.0 0.0
C 0.0189 3.7575 -1.9989 0.0 0.0 0.0
C 0.0390 2.4334 -1.5605 0.0 0.0 0.0
C 0.1134 -0.7568 -4.2521 0.0 -0.1 0.2
C -0.0186 4.7659 -1.0268 0.0 -0.1 -0.1
H 0.3184 -3.6012 -3.7255 0.0 0.0 0.0
H 0.1854 -3.8876 -8.0343 0.0 0.0 0.0
H 1.0291 -7.0852 -0.2167 0.0 0.0 0.0
H -0.0266 5.8000 -1.3426 0.0 0.0 0.0
H 0.1296 0.7222 -5.8075 0.0 0.0 0.0
H -0.2255 8.5616 2.5740 0.0 0.0 0.0
H -1.7464 -5.7658 -2.9350 0.0 0.0 0.0
H -4.6676 -1.7254 -0.0664 0.0 0.0 0.0
H 0.0255 5.0376 -3.7545 0.0 0.0 0.0
H -4.5203 -1.4687 1.6594 0.0 0.0 0.0
H -4.8706 0.9013 1.3326 0.0 0.0 0.0
H -0.1181 6.8836 4.5847 0.0 0.0 0.0
H 0.0794 -1.9090 -2.4255 0.0 0.0 0.0
H 0.3419 1.2326 4.3880 0.0 0.0 0.0
H 0.3454 -5.2099 -5.7740 0.0 0.0 0.0
H -5.0424 0.6305 -0.3914 0.0 0.0 0.0
H -1.7874 -3.4838 -1.9550 0.0 0.0 0.0
H -0.1201 2.7554 1.6793 0.0 0.1 0.0
H -0.1921 7.3152 0.2834 0.0 0.0 0.0
H 2.3956 1.9672 5.6616 0.0 0.0 0.0
H 4.6775 1.1697 2.1003 0.0 0.0 0.0
H 0.0818 3.1965 -5.3658 0.0 0.0 0.0
H 4.5983 1.9216 4.4502 0.0 0.0 0.0
H 1.1365 -4.8712 0.9164 0.0 0.0 0.0
```
Positions in Å, forces in eV/Å.

=====

Q: Which of these has the lowest electronic energy?
A: C34H24BrF4N2OPS2Tl

=====

Q: What is the formula in the first record?
A: C34H24BrF4N2OPS2Tl

=====

Q: Among the records above, which one has the lowest total charge?
A: C34H24BrF4N2OPS2Tl